[1]
Entry from OMol25: one molecule with the formula C21H21FN2O5S in a non-equilibrium geometry (wB97M-V/def2-TZVPD).

Values from the calculation:
* max |F|: 1.464 eV/A
* Kohn-Sham gap: 8.65 eV
* structure (SMILES): COc1ccc(-c2nc(CS(=O)(=O)CC(=O)NCc3ccc(F)cc3)c(C)o2)cc1

Geometry (Å):
1 C 8.120367 0.698388 0.650709
2 H 8.901316 1.428332 0.857360
3 O 6.905478 1.402314 0.752882
4 C 5.742529 0.735399 0.544006
5 C 5.643509 -0.617819 0.229722
6 C 4.402321 -1.193085 0.036228
7 C 3.240921 -0.434409 0.151279
8 C 3.341535 0.923678 0.469622
9 C 4.574468 1.497522 0.662528
10 H 4.672188 2.542621 0.909235
11 H 2.437049 1.502525 0.564889
12 C 1.940562 -1.023651 -0.055776
13 N 0.799973 -0.393975 -0.029808
14 C -0.153335 -1.343690 -0.273039
15 C 0.469690 -2.548743 -0.457886
16 O 1.800203 -2.343339 -0.310025
17 C -0.038178 -3.902621 -0.785247
18 H 0.745974 -4.636144 -0.618233
19 H -0.341601 -3.941511 -1.831373
20 H -0.899698 -4.146717 -0.167099
21 C -1.570770 -0.976644 -0.414617
22 H -2.229112 -1.837322 -0.476460
23 H -1.903631 -0.278841 0.348959
24 S -1.697458 -0.076966 -2.005996
25 O -0.879518 -0.737186 -2.983437
26 O -3.095507 0.081923 -2.343728
27 C -1.000304 1.576906 -1.663042
28 C -1.844548 2.253569 -0.603112
29 O -1.399954 2.581132 0.476198
30 N -3.126650 2.457841 -0.986696
31 H -3.445291 1.909637 -1.779348
32 C -4.142066 2.730841 0.020846
33 C -4.548404 1.423894 0.652952
34 C -3.901397 0.974037 1.798105
35 C -4.173043 -0.281264 2.313436
36 C -5.096291 -1.079015 1.663058
37 C -5.756470 -0.656298 0.523976
38 C -5.472874 0.600370 0.021827
39 H -5.970164 0.939503 -0.873863
40 H -6.469424 -1.306707 0.043149
41 F -5.353728 -2.312836 2.150729
42 H -3.677755 -0.644652 3.199942
43 H -3.170306 1.605768 2.279325
44 H -3.699338 3.400022 0.760825
45 H -4.986698 3.220326 -0.466682
46 H -1.004617 2.108430 -2.610509
47 H 0.011445 1.412536 -1.299837
48 H 4.329776 -2.241659 -0.209279
49 H 6.525182 -1.231350 0.132380
50 H 8.178961 -0.110873 1.385393
51 H 8.264686 0.289805 -0.354452

Forces on atoms 1 to 3 (eV/Å):
0.20 -0.13 -0.02
-0.03 -0.09 -0.02
-0.31 0.13 0.02

=====

[2]
Entry from OMol25: C20H16BrFIrN4O4 as an isolated structure (wB97M-V/def2-TZVPD).

Values from the calculation:
* max |F|: 0.086 eV/A
* Kohn-Sham gap: 7.74 eV
* total charge: +1

Geometry (Å):
1 Ir 0.329503 0.282179 1.289268
2 Br 0.955465 -0.730708 3.459344
3 C 0.090929 -2.403432 3.100998
4 C 0.108071 -3.385737 4.038374
5 C -0.532568 -4.604266 3.725545
6 C -1.133926 -4.775790 2.512785
7 C -1.140838 -3.747393 1.538222
8 C -1.744981 -3.920309 0.269862
9 C -1.719075 -2.914023 -0.647415
10 C -1.103509 -1.674656 -0.349604
11 C -0.523595 -1.461440 0.870214
12 C -0.518648 -2.508658 1.836565
13 H 0.592639 -3.246157 4.994857
14 H -0.535805 -5.399556 4.457795
15 H -1.619409 -5.713675 2.274750
16 H -2.220083 -4.865834 0.042172
17 H -2.173870 -3.052364 -1.619430
18 H -1.094586 -0.898268 -1.102099
19 C 4.513613 0.100362 -2.173649
20 N 3.682947 -0.305063 -1.043360
21 C 3.894678 -1.385074 -0.223285
22 C 2.892793 -1.382384 0.693491
23 N 2.070237 -0.311891 0.429923
24 C 2.572059 0.311647 -0.626850
25 H 5.329111 -0.609390 -2.272122
26 H 4.924403 1.091997 -2.000092
27 H 3.926444 0.096258 -3.088764
28 H 4.728867 -2.049684 -0.360047
29 H 2.703742 -2.070247 1.497611
30 H 2.145038 1.182602 -1.096782
31 F -2.628976 4.272605 -4.440838
32 C -2.146115 4.267351 -3.202757
33 C -2.653095 3.468710 -2.264427
34 N -2.150691 3.467402 -0.973891
35 C -2.629489 2.560326 0.044632
36 C -1.530395 1.655080 0.524455
37 O -1.517620 1.187786 1.693572
38 O -0.564303 1.306603 -0.245672
39 C -1.078501 4.256791 -0.604556
40 O -0.596410 4.188990 0.508966
41 N -0.606868 5.087689 -1.589602
42 C -1.033639 5.177908 -2.920576
43 O -0.503873 5.914056 -3.708466
44 H -3.478572 2.802956 -2.471800
45 H -3.434464 1.948362 -0.362919
46 H -3.008440 3.098503 0.912739
47 H 0.161804 5.689817 -1.327130

Forces on atoms 1 to 3 (eV/Å):
-0.02 -0.05 0.05
-0.02 0.02 -0.02
-0.01 0.00 -0.03

=====

[3]
Entry from OMol25: a 2-piece molecular cluster, C28H40F3Si overall in a non-equilibrium geometry (wB97M-V/def2-TZVPD).

Values from the calculation:
* max |F|: 1.875 eV/A
* Kohn-Sham gap: 5.13 eV
* total charge: +1

Geometry (Å):
1 C -5.753294 0.131302 -3.077551
2 C -4.631720 0.697775 -2.209128
3 C -4.574764 0.051910 -0.819934
4 C -3.423809 0.584738 0.067175
5 Si -2.099827 -0.695807 0.480276
6 C -2.958699 -2.027648 1.521307
7 C -3.783651 -1.577766 2.750369
8 C -5.282739 -1.931116 2.679021
9 C -5.608637 -3.424939 2.613039
10 C -1.351328 -1.407617 -1.102467
11 C -1.580210 -2.913828 -1.364563
12 C -0.309417 -3.762585 -1.253184
13 C -0.588022 -5.252070 -1.452783
14 C -0.657642 0.136006 1.398207
15 C 0.131157 1.062073 0.523026
16 C 1.339517 1.559825 0.871870
17 H -5.779192 0.650197 -4.039577
18 H -5.594933 -0.934998 -3.274667
19 H -6.733917 0.250774 -2.602611
20 H -3.670931 0.569246 -2.728401
21 H -4.771699 1.778170 -2.071009
22 H -5.530500 0.247928 -0.309220
23 H -4.519032 -1.044927 -0.924190
24 H -2.929521 1.448671 -0.404021
25 H -3.842299 0.946987 1.019828
26 H -3.604561 -2.609354 0.844779
27 H -2.175101 -2.724187 1.858934
28 H -3.361726 -2.048641 3.649942
29 H -3.683083 -0.493777 2.906710
30 H -5.770583 -1.506811 3.567483
31 H -5.734201 -1.428084 1.811958
32 H -6.695976 -3.548075 2.633873
33 H -5.238874 -3.897118 1.696855
34 H -5.195972 -3.967503 3.471046
35 H -1.756953 -0.832590 -1.951455
36 H -0.273772 -1.177545 -1.070898
37 H -2.359081 -3.312593 -0.699194
38 H -1.967295 -3.028661 -2.388083
39 H 0.393976 -3.404574 -2.016912
40 H 0.178731 -3.613271 -0.279858
41 H 0.349641 -5.813748 -1.443674
42 H -1.221501 -5.644036 -0.648702
43 H -1.090372 -5.443369 -2.408110
44 H -1.116252 0.687949 2.240457
45 H -0.024169 -0.668536 1.814776
46 H -0.326518 1.372013 -0.423791
47 H 1.746935 2.397970 0.312533
48 H 1.888463 1.158336 1.726300
49 F 8.546655 5.287923 0.773971
50 C 7.236215 5.024100 1.114814
51 C 6.560681 5.974235 1.884228
52 C 5.230245 5.682702 2.185044
53 F 4.545790 6.549633 3.010937
54 C 4.572896 4.565014 1.710553
55 C 5.270646 3.609174 0.904240
56 C 4.526685 2.503537 0.419316
57 C 4.850005 1.613841 -0.631989
58 C 3.904224 0.591988 -0.937921
59 C 4.160102 -0.397767 -1.860125
60 C 5.399757 -0.462254 -2.512657
61 C 6.312009 0.559833 -2.253934
62 F 7.553378 0.477458 -2.848504
63 C 6.045226 1.639981 -1.424962
64 C 6.663788 3.835738 0.685978
65 H 7.041688 6.878824 2.244642
66 H 3.521215 4.394912 1.936397
67 H 3.600799 2.311771 0.953335
68 H 2.952118 0.623612 -0.411510
69 H 3.390556 -1.140815 -2.072999
70 H 5.631518 -1.271063 -3.201427
71 H 6.741109 2.472565 -1.384628
72 H 7.286072 3.078956 0.221417

Forces on atoms 1 to 3 (eV/Å):
0.09 0.08 -0.06
-0.05 -0.08 0.19
-0.05 0.00 0.03

=====

[4]
Entry from OMol25: a 9-piece molecular cluster, C3H21N2O8 overall in a non-equilibrium geometry (wB97M-V/def2-TZVPD).

Values from the calculation:
* max |F|: 7.368 eV/A
* Kohn-Sham gap: 10.61 eV
* total charge: +1

Geometry (Å):
1 C 0.605644 -2.553799 -1.608405
2 C -0.139631 -1.916687 -0.607057
3 N -1.010704 -1.006770 -1.154000
4 C -0.676547 -0.975156 -2.505905
5 N 0.278836 -1.934049 -2.802649
6 H 1.329808 -3.298513 -1.494638
7 H -0.349624 -2.252054 0.375511
8 H -1.689014 -0.541037 -0.577400
9 H -1.214804 -0.383230 -3.257238
10 H 0.748211 -2.148125 -3.710453
11 H -0.284694 1.713820 0.102691
12 H -0.026814 0.718114 1.248751
13 O 0.295004 0.972287 0.318825
14 H -3.391271 -2.323992 -0.105315
15 H -3.345661 -0.778708 -0.092847
16 O -3.478484 -1.541756 -0.569898
17 H 2.486883 3.230968 -0.565930
18 H 1.922758 2.129461 0.159970
19 O 2.730478 2.373238 -0.228723
20 H -1.593792 -0.260199 1.903667
21 H -2.947994 0.205851 1.853914
22 O -2.239272 0.042721 1.274767
23 H -0.166073 0.949859 3.679229
24 H 0.630746 0.178187 2.759493
25 O -0.209968 0.401556 2.830153
26 H 3.028769 0.662124 1.873178
27 H 2.586012 -0.452802 0.968569
28 O 2.389477 -0.112211 1.860728
29 H 3.725025 -0.703567 -0.870089
30 H 3.012411 0.669168 -0.965719
31 O 2.921133 -0.198581 -0.770498
32 H -2.521887 3.037508 0.809905
33 H -1.567938 3.424730 -0.276061
34 O -1.837012 2.671629 0.143487

Forces on atoms 1 to 3 (eV/Å):
-1.84 2.41 1.25
-0.21 -1.46 -1.61
4.07 -1.74 -4.22